{
  "formula": "C51H55AsN4O5STi",
  "method": "the ωB97M-V functional and the def2-TZVPD basis",
  "homo_lumo_gap_ev": 7.349,
  "largest_force_ev_per_a": 0.876,
  "molar_mass_da": 958.9,
  "e_tot_ev": -164767.36943,
  "symbols": ["Ti", "C", "C", "C", "C", "C", "C", "C", "N", "C", "N", "C", "C", "C", "C", "C", "C", "C", "N", "C", "C", "C", "C", "C", "C", "C", "H", "H", "H", "H", "H", "H", "H", "H", "H", "H", "H", "H", "H", "H", "H", "H", "H", "H", "H", "H", "H", "H", "O", "C", "N", "S", "O", "O", "C", "C", "C", "C", "C", "C", "H", "H", "H", "H", "C", "C", "As", "C", "C", "C", "C", "H", "H", "H", "H", "H", "H", "H", "H", "H", "H", "H", "H", "H", "H", "H", "C", "C", "C", "C", "C", "C", "C", "C", "C", "C", "C", "C", "C", "C", "H", "H", "H", "H", "H", "H", "H", "H", "H", "H", "H", "C", "O", "C", "O", "H", "H", "H"],
  "coordinates": [[-0.729, 0.598, -0.518], [5.327, 0.084, -4.128], [4.223, -0.413, -5.014], [4.480, -0.893, -6.291], [3.462, -1.353, -7.111], [2.153, -1.321, -6.659], [1.866, -0.832, -5.396], [2.896, -0.396, -4.570], [2.651, 0.130, -3.281], [1.592, -0.168, -2.458], [1.158, -1.437, -2.547], [0.035, -2.081, -1.975], [-0.772, -1.459, -1.029], [-1.876, -2.208, -0.590], [-2.142, -3.483, -1.044], [-1.286, -4.079, -1.959], [-0.183, -3.398, -2.435], [0.749, -4.068, -3.411], [1.143, 0.707, -1.591], [1.932, 1.915, -1.519], [1.536, 3.049, -2.227], [2.262, 4.224, -2.145], [3.414, 4.270, -1.373], [3.845, 3.126, -0.728], [3.130, 1.930, -0.794], [3.704, 0.718, -0.119], [6.297, -0.098, -4.585], [5.303, -0.410, -3.156], [5.246, 1.159, -3.947], [5.503, -0.914, -6.642], [3.689, -1.724, -8.100], [1.347, -1.661, -7.293], [0.839, -0.762, -5.063], [3.120, 0.999, -3.065], [1.659, -1.989, -3.225], [-2.550, -1.776, 0.142], [-3.011, -4.016, -0.683], [-1.480, -5.083, -2.315], [0.412, -5.083, -3.612], [1.768, -4.138, -3.018], [0.796, -3.548, -4.372], [0.665, 2.996, -2.861], [1.931, 5.095, -2.693], [3.984, 5.186, -1.291], [4.763, 3.144, -0.152], [3.805, 0.885, 0.952], [4.701, 0.510, -0.513], [3.088, -0.166, -0.258], [-2.316, 0.161, -2.483], [-3.150, 0.438, -1.633], [-2.778, 0.726, -0.339], [-4.067, 1.109, 0.614], [-4.036, 2.498, 0.971], [-4.225, 0.145, 1.666], [-5.265, 0.856, -0.663], [-6.631, 1.044, -0.600], [-7.345, 0.874, -1.780], [-6.703, 0.546, -2.972], [-5.328, 0.372, -3.016], [-4.620, 0.529, -1.836], [-7.122, 1.313, 0.324], [-8.418, 1.009, -1.774], [-7.288, 0.432, -3.874], [-4.807, 0.133, -3.932], [-4.291, -2.324, 4.115], [-3.088, -2.976, 3.447], [-1.666, -1.703, 2.909], [-1.406, -0.778, 4.637], [-1.023, -1.634, 5.836], [-0.178, -2.999, 3.088], [0.018, -3.886, 1.867], [-5.079, -3.057, 4.297], [-4.703, -1.528, 3.498], [-4.019, -1.890, 5.077], [-3.400, -3.485, 2.531], [-2.650, -3.738, 4.098], [-2.338, -0.239, 4.829], [-0.647, -0.014, 4.457], [-1.713, -2.467, 5.975], [-1.034, -1.043, 6.753], [-0.020, -2.045, 5.726], [-0.373, -3.611, 3.972], [0.731, -2.431, 3.291], [-0.881, -4.462, 1.641], [0.832, -4.596, 2.029], [0.250, -3.300, 0.977], [3.905, -0.695, 4.852], [2.948, 0.304, 4.944], [2.057, 0.528, 3.908], [2.107, -0.249, 2.748], [3.061, -1.269, 2.684], [3.955, -1.489, 3.717], [1.205, -0.099, 1.588], [0.332, 0.867, 1.260], [0.135, 2.117, 2.022], [-1.059, 2.330, 2.710], [-1.277, 3.513, 3.399], [-0.310, 4.509, 3.399], [0.876, 4.312, 2.703], [1.099, 3.127, 2.023], [4.602, -0.859, 5.663], [2.889, 0.916, 5.833], [1.316, 1.303, 4.010], [3.091, -1.902, 1.805], [4.683, -2.285, 3.640], [1.266, -0.961, 0.918], [-1.827, 1.562, 2.699], [-2.211, 3.658, 3.926], [-0.483, 5.437, 3.928], [1.633, 5.086, 2.692], [2.023, 2.981, 1.483], [-1.801, 4.498, -0.350], [-1.144, 3.224, -0.313], [-1.190, 2.472, -1.445], [-1.671, 2.898, -2.470], [-1.662, 4.927, 0.638], [-2.862, 4.361, -0.560], [-1.351, 5.129, -1.119]],
  "forces_ev_per_a": [[0.857, -0.063, 0.171], [0.024, -0.009, 0.007], [-0.021, -0.054, 0.008], [-0.003, 0.007, 0.009], [-0.020, 0.003, -0.009], [0.017, -0.021, 0.005], [-0.027, 0.041, -0.046], [0.081, -0.091, 0.003], [-0.022, 0.134, 0.051], [0.191, -0.238, 0.046], [-0.056, 0.046, -0.261], [0.079, -0.142, 0.093], [-0.030, 0.046, -0.340], [-0.015, 0.045, 0.245], [0.028, 0.000, 0.025], [0.000, 0.061, 0.021], [0.072, 0.104, 0.099], [-0.005, 0.010, -0.011], [-0.189, -0.021, -0.141], [-0.032, 0.140, 0.091], [0.087, -0.007, -0.010], [-0.004, -0.036, -0.023], [-0.004, 0.017, -0.003], [-0.008, -0.009, -0.002], [-0.070, 0.051, 0.030], [0.041, -0.053, -0.014], [0.019, -0.002, -0.003], [0.003, -0.008, 0.032], [0.001, 0.042, 0.012], [0.059, 0.010, -0.025], [0.011, -0.032, -0.039], [-0.054, -0.009, -0.052], [-0.043, -0.001, 0.026], [-0.098, -0.056, -0.029], [-0.018, 0.037, 0.028], [0.012, -0.004, -0.043], [-0.057, -0.036, 0.029], [0.002, -0.056, -0.008], [0.003, 0.007, -0.001], [0.025, 0.001, -0.006], [0.008, 0.026, -0.026], [-0.089, 0.000, 0.009], [-0.014, 0.026, -0.008], [0.015, 0.019, -0.006], [0.020, 0.003, 0.013], [0.009, -0.001, 0.032], [0.013, -0.012, -0.006], [0.002, -0.013, -0.011], [-0.178, 0.130, 0.120], [-0.081, -0.008, -0.177], [-0.396, -0.266, -0.120], [0.047, 0.056, 0.110], [0.011, -0.015, 0.024], [-0.023, 0.020, -0.052], [0.008, 0.143, -0.027], [-0.022, -0.061, -0.020], [0.025, 0.001, 0.067], [0.033, -0.012, -0.005], [0.026, -0.025, 0.102], [0.061, -0.049, -0.072], [-0.010, 0.014, 0.020], [-0.043, 0.004, -0.001], [-0.015, 0.000, -0.024], [0.015, -0.017, -0.036], [-0.013, -0.004, 0.006], [0.056, -0.065, -0.017], [0.081, -0.166, 0.137], [-0.036, 0.041, -0.027], [-0.004, 0.012, -0.006], [-0.008, 0.046, 0.080], [0.006, -0.001, -0.031], [-0.013, 0.012, 0.002], [-0.030, 0.054, -0.049], [0.002, 0.019, 0.043], [0.026, 0.011, 0.009], [-0.013, 0.030, -0.014], [0.001, 0.014, -0.030], [-0.022, -0.018, -0.017], [-0.031, -0.043, 0.008], [0.006, 0.016, 0.041], [0.026, -0.026, -0.009], [0.002, 0.016, -0.007], [0.006, 0.028, 0.017], [-0.031, -0.025, -0.017], [0.011, -0.013, -0.009], [-0.001, 0.018, -0.035], [0.031, 0.001, 0.029], [-0.001, 0.005, 0.047], [-0.004, -0.024, -0.040], [0.028, -0.027, -0.008], [-0.012, 0.036, 0.000], [-0.007, -0.015, -0.013], [-0.283, -0.102, -0.053], [0.091, 0.040, 0.077], [-0.073, 0.012, 0.172], [0.004, -0.030, -0.012], [0.040, 0.026, -0.006], [-0.061, 0.005, 0.027], [0.035, 0.005, 0.005], [-0.100, -0.056, 0.010], [0.011, -0.014, 0.034], [0.001, 0.029, 0.047], [-0.061, 0.095, -0.009], [-0.001, -0.025, -0.048], [0.038, -0.034, -0.007], [-0.004, 0.050, 0.000], [0.028, 0.010, 0.006], [-0.034, 0.014, 0.011], [-0.003, 0.008, 0.015], [0.012, 0.020, 0.000], [0.073, -0.023, -0.071], [-0.004, 0.097, 0.007], [0.173, -0.140, -0.105], [-0.595, 0.355, -0.376], [0.348, -0.065, 0.275], [-0.005, 0.002, -0.015], [0.081, 0.009, 0.012], [-0.027, -0.034, 0.045]]
}